(1)
{
  "formula": "C6H10O",
  "method": "ωB97M-V/def2-TZVPD",
  "species": ["C", "C", "C", "C", "O", "C", "C", "H", "H", "H", "H", "H", "H", "H", "H", "H", "H"],
  "coordinates": [[-1.133, 2.416, 0.399], [-0.765, 1.270, 0.346], [-0.417, -0.161, 0.195], [-1.567, -0.849, -0.615], [-0.386, -0.789, 1.469], [0.933, -0.366, -0.504], [2.170, 0.107, 0.262], [-1.480, 3.425, 0.439], [-2.565, -0.669, -0.181], [-1.566, -0.442, -1.622], [-1.447, -1.945, -0.695], [-1.146, -1.350, 1.316], [1.018, -1.445, -0.686], [0.871, 0.135, -1.475], [3.077, -0.123, -0.312], [2.248, -0.399, 1.229], [2.154, 1.188, 0.437]],
  "forces_ev_per_a": [[0.148, -0.469, -0.041], [-0.157, 0.516, -0.133], [-0.246, -0.014, -0.558], [0.152, 0.214, -0.209], [-0.260, -0.157, -0.157], [-0.025, -0.019, -0.169], [-0.078, 0.044, 0.045], [0.124, -0.159, 0.043], [0.470, 0.189, 0.013], [-0.139, -0.013, -0.156], [0.337, 0.421, 0.124], [-0.059, -0.600, 1.265], [-0.016, 0.144, -0.043], [0.097, -0.077, 0.015], [-0.227, 0.038, 0.104], [-0.054, 0.093, -0.128], [-0.068, -0.150, -0.014]],
  "nbo_charge": [-0.221, -0.041, 0.170, -0.640, -0.692, -0.393, -0.613, 0.236, 0.223, 0.231, 0.214, 0.471, 0.205, 0.206, 0.211, 0.220, 0.213],
  "e_above_lowest_ev": 1.735,
  "largest_force_ha_per_bohr": 0.0273,
  "smiles": "C#C[C@](C)(O)CC",
  "e_tot_ev": -8429.5056,
  "lumo_energy_ev": 0.971,
  "homo_lumo_gap_ev": 11.043
}

***

(2)
{
  "formula": "C6H10O",
  "method": "ωB97M-V/def2-TZVPD",
  "species": ["C", "C", "O", "C", "C", "C", "C", "H", "H", "H", "H", "H", "H", "H", "H", "H", "H"],
  "coordinates": [[-2.011, 0.005, 0.293], [-0.611, -0.259, 0.815], [-0.057, -1.599, 1.000], [1.139, -1.183, 0.316], [0.730, -1.018, -1.104], [0.527, 0.112, -0.105], [1.006, 1.525, -0.215], [-2.082, 1.103, 0.255], [-2.174, -0.361, -0.726], [-2.816, -0.345, 0.945], [-0.501, 0.249, 1.783], [2.137, -1.394, 0.700], [1.470, -0.877, -1.887], [-0.106, -1.660, -1.367], [0.325, 2.108, -0.847], [1.012, 1.987, 0.780], [2.012, 1.607, -0.635]],
  "forces_ev_per_a": [[-0.015, -0.096, 0.010], [-0.205, 0.289, 0.029], [-0.016, -0.005, 0.287], [0.295, -0.057, -0.062], [-0.108, -0.001, -0.250], [-0.002, 0.191, 0.007], [0.077, 0.047, -0.041], [-0.078, -0.217, -0.003], [0.088, -0.121, 0.194], [0.170, -0.085, -0.043], [0.041, 0.055, -0.119], [-0.428, -0.203, 0.020], [0.028, 0.127, 0.281], [0.030, 0.219, -0.205], [0.139, -0.058, 0.053], [0.069, -0.037, -0.159], [-0.086, -0.048, 0.001]],
  "nbo_charge": [-0.636, 0.119, -0.521, 0.079, -0.446, -0.097, -0.608, 0.215, 0.212, 0.220, 0.170, 0.202, 0.222, 0.223, 0.214, 0.213, 0.219],
  "e_above_lowest_ev": 1.756,
  "largest_force_ha_per_bohr": 0.0092,
  "e_tot_ev": -8429.4840,
  "lumo_energy_ev": 1.047,
  "homo_lumo_gap_ev": 10.290
}